No. 1
DFT (ωB97M-V/def2-TZVPD) results for a molecular structure, C40H41N3OP2Pd.

Geometry as ORCA input:
```
! RIJCOSX wB97M-V def2-TZVPD def2/J DEFGRID3
* xyz 4 5
Pd 0.299 3.549 0.743
N -0.011 3.112 -1.366
C -0.312 4.422 -2.023
C 0.481 5.536 -1.361
N 0.124 5.614 0.075
C 1.037 6.394 0.949
C 0.840 5.973 2.392
N 1.134 4.512 2.531
H 0.856 2.721 -1.734
H -0.739 2.437 -1.583
H -1.381 4.607 -1.921
H -0.083 4.387 -3.088
H 0.288 6.489 -1.860
H 1.554 5.343 -1.433
H -0.826 5.963 0.174
H 0.856 7.465 0.833
H 2.062 6.197 0.627
H -0.191 6.141 2.705
H 1.483 6.562 3.046
H 0.794 4.172 3.427
H 2.143 4.372 2.567
O -0.170 -2.406 -0.894
C -1.066 -2.095 -1.895
C -0.820 -2.380 -3.230
C -1.764 -2.049 -4.187
C -2.966 -1.439 -3.830
C -3.206 -1.134 -2.504
C -2.246 -1.439 -1.526
P -2.508 -1.004 0.188
C -4.087 -1.507 0.741
C -4.618 -2.719 0.225
C -5.830 -3.176 0.684
C -6.512 -2.464 1.674
C -5.982 -1.284 2.212
C -4.772 -0.811 1.766
C -2.350 0.805 0.456
C -1.643 1.296 1.539
C -1.716 2.672 1.853
C -2.445 3.542 1.036
C -3.105 3.050 -0.094
C -3.067 1.697 -0.369
C 0.410 -3.669 -0.871
C -0.204 -4.782 -1.411
C 0.424 -6.020 -1.321
C 1.657 -6.156 -0.696
C 2.261 -5.048 -0.136
C 1.650 -3.787 -0.220
P 2.364 -2.399 0.608
C 3.698 -2.828 1.671
C 4.962 -2.233 1.518
C 5.992 -2.618 2.354
C 5.768 -3.567 3.348
C 4.511 -4.142 3.515
C 3.470 -3.774 2.687
C 2.714 -0.997 -0.438
C 2.963 0.226 0.187
C 3.311 1.327 -0.582
C 3.385 1.215 -1.968
C 3.108 0.002 -2.590
C 2.775 -1.110 -1.828
H 0.094 -2.887 -3.511
H -1.571 -2.285 -5.226
H -3.711 -1.218 -4.582
H -4.153 -0.694 -2.217
H -4.079 -3.268 -0.536
H -6.255 -4.087 0.285
H -7.463 -2.832 2.038
H -6.528 -0.751 2.978
H -4.359 0.097 2.185
H -1.113 0.625 2.204
H -1.379 2.999 2.830
H -2.587 4.573 1.341
H -3.705 3.709 -0.709
H -3.631 1.320 -1.213
H -1.164 -4.702 -1.900
H -0.063 -6.888 -1.746
H 2.140 -7.122 -0.646
H 3.219 -5.145 0.356
H 5.140 -1.513 0.731
H 6.977 -2.191 2.228
H 6.582 -3.861 3.998
H 4.349 -4.875 4.294
H 2.489 -4.214 2.819
H 2.912 0.289 1.266
H 3.594 2.256 -0.099
H 3.705 2.060 -2.565
H 3.196 -0.092 -3.664
H 2.609 -2.066 -2.308
*
```

Results
Gap between HOMO and LUMO (alpha / beta) in hartree: 0.2512 / 0.1586
Expectation value of S²: 6.043
Calculated total energy in eV: -70681.37740
Largest force on an atom in eV/A: 0.3
ΔE to the lowest compared entry with this formula, charge and spin in eV: 0.000

---

No. 2
DFT (ωB97M-V/def2-TZVPD) results for a molecular structure, C34H50AuBIN6O2 in a non-equilibrium geometry.

Geometry as ORCA input:
```
! RIJCOSX wB97M-V def2-TZVPD def2/J DEFGRID3
* xyz 1 3
Au -0.242 0.537 1.645
C -1.875 2.692 3.121
C -2.279 3.531 1.913
C -3.807 3.587 1.783
C -1.686 3.081 0.605
C -1.561 3.823 -0.564
C -0.984 2.989 -1.511
C -0.493 3.420 -2.870
C -1.153 2.746 -4.074
C 1.036 3.333 -2.923
N -0.809 1.777 -0.940
N -1.232 1.845 0.360
B -0.230 0.423 -1.444
N -1.122 -0.714 -0.916
N -1.116 -1.011 0.418
C -2.022 -1.979 0.666
C -2.585 -2.328 -0.555
C -2.028 -1.511 -1.523
C -2.527 -1.416 -2.944
C -1.518 -1.682 -4.061
C -3.279 -0.092 -3.128
C -2.395 -2.571 1.997
C -2.454 -1.561 3.139
C -1.497 -3.770 2.331
N 1.224 0.291 -0.864
N 1.480 0.960 0.294
C 2.828 0.975 0.535
C 3.427 0.344 -0.526
C 2.401 -0.083 -1.392
C 2.593 -0.877 -2.645
C 1.782 -2.173 -2.590
C 2.374 -0.082 -3.938
C 3.490 1.658 1.700
C 2.578 2.672 2.392
C 4.078 0.653 2.698
H -2.308 3.112 4.029
H -0.789 2.669 3.274
H -2.257 1.666 3.045
H -1.913 4.547 2.073
H -4.214 2.582 1.640
H -4.114 4.200 0.935
H -4.248 4.008 2.687
H -1.843 4.855 -0.710
H -0.762 4.476 -2.917
H -0.901 1.688 -4.147
H -0.806 3.233 -4.986
H -2.239 2.838 -4.037
H 1.376 2.306 -2.782
H 1.492 3.951 -2.147
H 1.400 3.676 -3.893
H -0.205 0.399 -2.628
H -3.348 -3.074 -0.712
H -3.264 -2.218 -3.004
H -0.757 -0.904 -4.137
H -2.050 -1.716 -5.013
H -1.018 -2.640 -3.926
H -2.659 0.758 -2.844
H -4.179 -0.068 -2.512
H -3.574 0.038 -4.171
H -3.409 -2.950 1.852
H -1.466 -1.261 3.470
H -2.948 -2.004 4.003
H -3.022 -0.669 2.855
H -0.489 -3.442 2.576
H -1.433 -4.463 1.491
H -1.897 -4.309 3.191
H 4.488 0.231 -0.690
H 3.650 -1.149 -2.624
H 0.728 -1.979 -2.417
H 2.138 -2.823 -1.788
H 1.877 -2.715 -3.531
H 1.338 0.242 -4.056
H 2.627 -0.713 -4.790
H 3.013 0.803 -3.972
H 4.327 2.204 1.256
H 1.762 2.174 2.917
H 2.161 3.391 1.682
H 3.147 3.223 3.140
H 3.289 0.147 3.241
H 4.701 1.178 3.423
H 4.693 -0.097 2.202
I 2.801 -6.422 0.689
C 2.214 -4.716 1.738
C 1.940 -4.795 3.084
C 1.542 -3.645 3.779
C 1.413 -2.439 3.129
C 1.703 -2.377 1.782
C 2.108 -3.517 1.078
C 0.952 -1.256 3.922
O 0.806 -1.297 5.110
O 0.710 -0.103 3.240
H 2.033 -5.742 3.598
H 1.322 -3.681 4.838
H 1.628 -1.436 1.255
H 2.341 -3.460 0.022
*
```

Results
Gap between HOMO and LUMO (alpha / beta) in hartree: 0.2614 / 0.0992
Expectation value of S²: 2.021
Calculated total energy in eV: -61568.13789
Largest force on an atom in eV/A: 3.9
ΔE to the lowest compared entry with this formula, charge and spin in eV: 1.446

---

No. 3
DFT (ωB97M-V/def2-TZVPD) results for 2 unconnected molecules or ions with the total composition C5H11NO.

Geometry as ORCA input:
```
! RIJCOSX wB97M-V def2-TZVPD def2/J DEFGRID3
* xyz 0 1
C -3.001 0.268 0.372
N -1.603 0.444 0.665
C -0.904 -0.401 1.180
O -0.194 -1.183 1.683
H -3.141 0.114 -0.701
H -3.531 1.168 0.681
H -3.376 -0.599 0.915
C 2.051 0.628 0.509
C 1.020 0.462 -0.608
C 1.089 -0.939 -1.216
H 1.977 -0.157 1.272
H 1.972 1.595 1.018
H 3.051 0.554 0.069
H 0.010 0.741 -0.325
H 1.202 1.207 -1.383
H 2.049 -1.050 -1.730
H 1.037 -1.730 -0.457
H 0.291 -1.122 -1.945
*
```

Results
Gap between HOMO and LUMO in hartree: 0.3936
SMILES: CN=C=O.CCC
Calculated total energy in eV: -8900.27090
Largest force on an atom in eV/A: 0.9
ΔE to the lowest compared entry with this formula, charge and spin in eV: 1.426